No. 1
ORCA calculation (ωB97M-V/def2-TZVPD) on the molecule C6H9N in a non-equilibrium geometry.

Geometry as XYZ:
```
16
Properties=species:S:1:pos:R:3:forces:R:3
C -1.33830 -0.81914 -0.14392 0.2 0.0 0.0
C -0.92446 -1.15775 1.11375 0.1 -0.2 -0.3
N 0.23693 -0.47837 1.39064 -0.1 -0.6 0.0
C 0.60024 0.28560 0.28928 -0.3 -0.8 -0.4
C -0.34884 0.04071 -0.69142 0.9 1.2 0.7
C -0.49099 0.73895 -2.00257 -1.7 0.0 -0.1
C 1.87382 1.04781 0.28352 0.4 0.5 -0.2
H -2.24847 -1.06801 -0.66202 -0.1 -0.3 0.1
H -1.20329 -1.95863 1.77397 -0.5 0.1 0.1
H 0.85281 -0.95156 2.04753 0.2 0.9 -0.2
H -1.06414 0.06901 -2.65458 0.4 0.0 -0.2
H -1.20808 1.55721 -1.84932 0.3 0.2 -0.1
H 0.35647 1.14511 -2.54227 0.4 -0.2 0.3
H 1.89576 1.98296 0.85352 -0.3 -0.4 0.6
H 2.15960 1.44990 -0.69062 -0.2 -0.6 -0.3
H 2.67145 0.38914 0.63244 0.2 0.2 0.0
```
Positions in Å, forces in eV/Å.

Values from the calculation:
**2S+1**: 1
**E_LUMO**: 1.07 eV
**Frontier orbital gap**: 8.869 eV
**SMILES**: Cc1cc[nH]c1C
**Highest occupied orbital energy**: -0.2867 Eh



No. 2
ORCA calculation (ωB97M-V/def2-TZVPD) on the molecule C6H9N.

Geometry as XYZ:
```
16
Properties=species:S:1:pos:R:3:forces:R:3
C 2.02958 0.11170 -0.03159 0.1 0.0 0.0
C 0.55241 -0.03953 0.00310 0.4 0.0 0.1
C -0.45482 0.57869 0.92135 0.0 0.2 0.2
C -1.09532 1.17355 -0.32273 -0.2 0.2 0.0
N -0.45550 0.09894 -1.14624 0.1 0.1 -0.2
C -1.13721 -1.13486 -0.61133 -0.1 -0.2 -0.1
C -0.40283 -0.93986 0.69480 0.0 -0.2 0.1
H 2.29880 1.12089 -0.35818 0.0 -0.1 0.0
H 2.51121 -0.60985 -0.69593 -0.1 0.0 0.0
H 2.42205 -0.02875 0.98224 0.0 0.0 -0.2
H -0.27816 1.03501 1.89110 0.0 -0.1 -0.2
H -2.18351 1.25710 -0.43543 0.1 -0.1 0.1
H -0.62077 2.12618 -0.58181 -0.2 -0.1 0.1
H -0.82087 -2.02647 -1.15830 0.0 0.2 0.0
H -2.23423 -1.06610 -0.61421 0.2 -0.1 0.0
H -0.13083 -1.65665 1.46315 -0.3 0.2 0.0
```
Positions in Å, forces in eV/Å.

Values from the calculation:
**2S+1**: 1
**E_LUMO**: 1.11 eV
**Frontier orbital gap**: 9.966 eV
**SMILES**: C[C@]12[C@@H]3CN1C[C@@H]32
**Highest occupied orbital energy**: -0.3253 Eh



No. 3
ORCA calculation (ωB97M-V/def2-TZVPD) on a structure of composition C6H9N in a non-equilibrium geometry.

Geometry as XYZ:
```
16
Properties=species:S:1:pos:R:3:forces:R:3
C -0.54784 1.55599 -0.82027 0.0 0.0 0.0
C -0.55248 0.05844 -1.04102 -0.1 0.0 -0.3
C 0.51880 -0.87932 -0.60365 0.0 -0.3 -0.8
C 1.30261 -0.36899 0.57151 -0.8 -0.3 -0.3
C -0.87572 -0.95644 0.02526 -0.2 -0.1 0.0
C -0.35413 -0.49703 1.30468 2.0 0.1 -1.8
N -0.52448 -0.38105 2.53184 1.1 0.1 -0.5
H 0.00724 1.84745 0.07548 -0.1 -0.1 -0.1
H -0.08605 2.05709 -1.67689 0.0 0.0 0.1
H -1.56932 1.93626 -0.71780 0.1 -0.1 0.0
H -1.00312 -0.24639 -1.97781 0.0 0.1 -0.1
H 0.87895 -1.65589 -1.25476 0.1 0.0 -0.3
H 2.02086 -1.11634 0.96434 -0.7 0.2 0.2
H 1.91339 0.54006 0.36474 -0.8 -0.2 0.4
H 0.49907 -0.16908 2.33636 -0.3 0.6 3.7
H -1.62777 -1.72475 -0.08200 -0.1 0.1 -0.1
```
Positions in Å, forces in eV/Å.

Values from the calculation:
**2S+1**: 1
**E_LUMO**: 1.03 eV
**Frontier orbital gap**: 9.985 eV
**Highest occupied orbital energy**: -0.3290 Eh



No. 4
ORCA calculation (ωB97M-V/def2-TZVPD) on the molecule C6H9N.

Geometry as XYZ:
```
16
Properties=species:S:1:pos:R:3:forces:R:3
C 1.74813 0.84937 1.63958 0.1 0.0 0.1
C 1.45264 -0.15414 0.62564 0.5 -0.4 -0.4
C 1.17623 -0.95501 -0.23811 0.0 0.4 0.4
C 0.09608 -1.55100 -1.04289 -0.8 0.4 0.2
C -1.05011 -0.54651 -0.37765 0.4 -0.4 -0.4
C -1.18911 0.79121 -1.00091 0.3 0.0 0.0
N -2.39462 0.03407 -0.65819 -0.2 -0.4 -0.4
H 1.33213 1.82376 1.35276 0.1 -0.2 0.0
H 2.82909 0.95047 1.75033 -0.1 0.1 0.1
H 1.31160 0.57689 2.60710 0.2 0.0 -0.1
H 0.03679 -2.64085 -0.85544 -0.4 0.6 0.0
H 0.28749 -1.41143 -2.12077 -0.4 0.1 0.4
H -0.89753 -0.72817 0.67935 0.0 0.7 0.0
H -1.09960 0.83492 -2.09005 0.4 0.0 0.3
H -0.87868 1.70473 -0.49311 -0.4 -0.2 0.1
H -2.76053 0.42168 0.22236 0.2 -0.7 -0.3
```
Positions in Å, forces in eV/Å.

Values from the calculation:
**2S+1**: 1
**E_LUMO**: 0.91 eV
**Frontier orbital gap**: 9.898 eV
**SMILES**: CC#CC[C@H]1CN1
**Highest occupied orbital energy**: -0.3305 Eh



No. 5
ORCA calculation (ωB97M-V/def2-TZVPD) on the molecule C6H9N.

Geometry as XYZ:
```
16
Properties=species:S:1:pos:R:3:forces:R:3
C 1.55927 -0.66245 0.94634 0.0 0.0 0.0
C 0.47805 -0.17123 0.02633 0.1 -0.1 0.0
C 0.63006 0.79720 -1.09991 0.0 -0.1 -0.2
C -0.25395 1.15019 0.06257 0.0 0.2 0.1
C -1.61186 0.38796 0.13925 -0.3 0.2 0.3
N -1.92896 -0.56988 -0.87490 -0.1 -0.1 -0.1
C -0.89956 -0.91862 0.05633 0.0 -0.3 0.3
H 1.12517 -0.91812 1.92180 0.1 0.0 -0.1
H 2.33041 0.09743 1.11572 -0.1 -0.1 -0.1
H 2.04522 -1.56473 0.55497 -0.1 0.1 0.0
H 1.57898 1.33555 -1.09079 -0.2 -0.1 0.0
H 0.24757 0.61699 -2.10296 -0.1 -0.1 0.2
H -0.03961 2.00055 0.70455 -0.1 -0.2 -0.1
H -2.39050 0.66993 0.84149 0.1 0.0 -0.1
H -1.82703 -0.44834 -1.87318 0.6 0.3 0.1
H -1.04328 -1.80243 0.67240 0.1 0.1 -0.1
```
Positions in Å, forces in eV/Å.

Values from the calculation:
**2S+1**: 1
**E_LUMO**: 1.12 eV
**Frontier orbital gap**: 9.632 eV
**SMILES**: C[C@]12C[C@H]1[C@H]1N[C@H]12
**Highest occupied orbital energy**: -0.3127 Eh



No. 6
ORCA calculation (ωB97M-V/def2-TZVPD) on the molecule C6H9N.

Geometry as XYZ:
```
16
Properties=species:S:1:pos:R:3:forces:R:3
C -1.39855 0.94016 2.75691 -0.1 0.0 0.1
C -0.38945 0.83526 1.70230 0.3 -0.1 -0.4
C 0.41548 0.71499 0.81267 -0.4 0.0 0.4
C 1.28299 0.41499 -0.33314 0.0 0.0 0.0
C 0.74042 -0.81467 -1.03618 0.0 0.0 0.2
C -0.34661 -0.68712 -2.02534 -0.3 0.1 0.0
N 1.02789 -0.96205 -2.45590 0.2 -0.2 -0.1
H -2.40243 0.83218 2.33242 0.1 0.0 0.1
H -1.35159 1.90493 3.27085 0.0 -0.1 -0.1
H -1.26239 0.15047 3.50322 0.0 0.1 -0.1
H 2.31772 0.25060 -0.00761 -0.2 0.0 0.0
H 1.30377 1.25053 -1.04334 0.0 -0.1 0.1
H 0.73331 -1.71353 -0.41950 0.0 0.1 -0.1
H -0.71435 0.30399 -2.28379 0.1 -0.2 0.0
H -1.09333 -1.47683 -2.07866 0.2 0.1 0.0
H 1.13710 -1.94388 -2.69490 0.0 0.1 0.0
```
Positions in Å, forces in eV/Å.

Values from the calculation:
**2S+1**: 1
**E_LUMO**: 1.01 eV
**Frontier orbital gap**: 10.437 eV
**SMILES**: CC#CC[C@H]1CN1
**Highest occupied orbital energy**: -0.3463 Eh



No. 7
ORCA calculation (ωB97M-V/def2-TZVPD) on the molecule C6H9N.

Geometry as XYZ:
```
16
Properties=species:S:1:pos:R:3:forces:R:3
C -1.58993 -0.84641 2.85409 0.0 0.0 0.1
C -0.87323 -0.12758 1.79931 0.3 0.3 -0.4
C -0.28561 0.46933 0.93212 -0.2 -0.2 0.4
C 0.45464 1.13998 -0.14340 0.0 0.0 0.0
C 1.06033 0.13978 -1.10707 0.0 -0.1 0.2
C 0.32294 -0.30316 -2.30738 -0.2 -0.2 -0.1
N 1.41856 0.66167 -2.41943 0.2 0.0 -0.1
H -2.37319 -1.48442 2.43161 0.1 0.1 0.0
H -2.06330 -0.14711 3.55084 0.1 -0.1 -0.1
H -0.90865 -1.48424 3.42683 -0.1 0.1 -0.1
H 1.24894 1.76807 0.27994 -0.1 -0.1 0.0
H -0.20551 1.80912 -0.70901 0.1 -0.1 0.1
H 1.72678 -0.58944 -0.64607 -0.1 0.1 -0.1
H -0.66567 0.10418 -2.50728 0.1 0.0 0.0
H 0.47476 -1.31962 -2.66537 0.0 0.2 0.1
H 2.25815 0.20984 -2.76972 -0.1 0.1 0.0
```
Positions in Å, forces in eV/Å.

Values from the calculation:
**2S+1**: 1
**E_LUMO**: 1.03 eV
**Frontier orbital gap**: 10.431 eV
**SMILES**: CC#CC[C@H]1CN1
**Highest occupied orbital energy**: -0.3454 Eh



No. 8
ORCA calculation (ωB97M-V/def2-TZVPD) on the molecule C6H9N.

Geometry as XYZ:
```
16
Properties=species:S:1:pos:R:3:forces:R:3
C -0.74220 0.06518 -1.64670 0.0 0.0 -0.1
C -0.60217 0.04015 -0.15394 0.2 0.0 0.1
C 0.50996 0.06682 0.57889 0.0 0.0 0.1
C 2.08601 -0.31973 -0.08639 0.3 -0.1 -0.4
C 1.42247 -0.08053 1.52656 -0.3 0.1 0.0
C -1.96372 0.52600 1.80001 -0.3 -0.2 -0.4
N -1.83491 0.03873 0.58529 0.1 0.1 0.3
H 0.20692 -0.13265 -2.15075 -0.1 0.0 0.1
H -1.12151 1.03025 -2.00595 0.1 -0.1 0.1
H -1.44809 -0.70764 -1.98165 0.1 0.1 0.1
H 3.05704 0.01387 0.28686 -0.2 0.0 0.0
H 1.91018 0.30357 -0.97485 0.0 0.0 0.2
H 2.11435 -1.37694 -0.33977 0.0 0.2 0.1
H 1.84240 0.82260 1.97485 0.0 -0.1 -0.1
H -3.01404 0.30560 2.08565 0.2 0.1 0.0
H -2.58810 -0.42171 0.07021 0.0 0.1 0.2
```
Positions in Å, forces in eV/Å.

Values from the calculation:
**2S+1**: 1
**E_LUMO**: 0.80 eV
**Frontier orbital gap**: 8.336 eV
**Highest occupied orbital energy**: -0.2771 Eh



No. 9
ORCA calculation (ωB97M-V/def2-TZVPD) on the molecule C6H9N in a non-equilibrium geometry.

Geometry as XYZ:
```
16
Properties=species:S:1:pos:R:3:forces:R:3
C 0.64253 -1.46428 -0.99781 0.1 -0.1 -0.1
C -0.33044 -0.61393 -0.17704 0.0 0.0 0.0
C 0.38148 0.34002 0.83486 -0.1 0.0 0.1
C 0.44079 1.75490 0.23176 0.0 0.0 -0.2
C -0.79101 2.00776 -0.57452 0.2 0.1 0.5
C -1.33611 -1.43982 0.50649 -0.7 -0.5 0.4
N -2.14406 -2.05250 1.06424 0.8 0.5 -0.5
H 0.11461 -1.99544 -1.79480 0.1 0.0 0.1
H 1.15112 -2.19840 -0.36574 -0.1 0.1 -0.1
H 1.39532 -0.81496 -1.45693 -0.1 -0.1 0.1
H 1.38542 -0.04305 1.05759 -0.2 0.1 0.0
H -0.17133 0.35939 1.77917 0.0 0.0 -0.2
H 0.42602 2.51363 1.03591 0.0 -0.1 -0.1
H 1.35834 1.91920 -0.34547 -0.2 0.0 0.1
H -1.62865 1.73161 0.10870 0.1 0.1 -0.1
H -0.89404 -0.00413 -0.90641 0.0 -0.1 0.1
```
Positions in Å, forces in eV/Å.

Values from the calculation:
**2S+1**: 1
**E_LUMO (alpha / beta)**: -0.77 / -0.77 eV
**Frontier orbital gap (alpha / beta)**: 8.370 / 8.349 eV
**Highest occupied orbital energy (alpha / beta)**: -0.3361 / -0.3350 Eh



No. 10
ORCA calculation (ωB97M-V/def2-TZVPD) on the molecule C6H9N.

Geometry as XYZ:
```
16
Properties=species:S:1:pos:R:3:forces:R:3
C -2.46674 0.52852 -2.18143 -0.1 0.0 0.0
C -1.21789 0.14406 -1.52251 0.4 -0.1 0.2
C -0.18950 -0.18352 -0.98585 -0.4 0.1 -0.2
C 1.03872 -0.65098 -0.33197 0.0 -0.2 -0.1
N 1.52626 0.26015 0.70542 0.0 0.0 -0.1
C 1.80756 -0.34084 1.99816 0.2 -0.2 0.2
C 0.62800 0.53599 1.80944 -0.2 0.1 0.1
H -2.95447 -0.34598 -2.62448 0.1 0.1 0.1
H -2.28555 1.25406 -2.98042 0.0 -0.1 0.1
H -3.16390 0.97715 -1.46701 0.1 -0.1 -0.1
H 0.85112 -1.66234 0.06844 0.0 0.2 0.0
H 1.83109 -0.75193 -1.08267 -0.1 0.0 0.1
H 2.69834 0.01341 2.51097 -0.1 0.0 -0.1
H 1.60932 -1.40788 2.11393 0.1 0.2 -0.1
H -0.35577 0.06721 1.80261 0.2 0.0 0.0
H 0.64341 1.56291 2.16736 0.0 -0.2 -0.1
```
Positions in Å, forces in eV/Å.

Values from the calculation:
**2S+1**: 1
**E_LUMO**: 1.06 eV
**Frontier orbital gap**: 10.105 eV
**SMILES**: CC#CCN1CC1
**Highest occupied orbital energy**: -0.3324 Eh



No. 11
ORCA calculation (ωB97M-V/def2-TZVPD) on the molecule C6H9N.

Geometry as XYZ:
```
16
Properties=species:S:1:pos:R:3:forces:R:3
C -0.24380 -1.60248 0.37815 0.1 -0.2 -0.1
C 0.29883 -0.37716 -0.32823 0.0 0.4 0.4
C -0.60893 0.84296 -0.27326 -0.1 0.1 0.0
C -0.54651 1.53726 1.02279 -0.1 0.1 -0.1
C -0.51532 2.14651 2.05654 0.1 0.0 0.1
C 1.75598 -0.13408 -0.45149 0.2 0.1 0.3
N 0.97677 -0.58291 -1.60857 -0.2 -0.3 -0.1
H -0.65283 -1.42934 1.38345 0.2 0.3 -0.3
H 0.54687 -2.35443 0.46561 -0.1 0.0 0.0
H -1.05814 -2.01649 -0.23066 0.1 0.0 0.1
H -1.64711 0.54103 -0.45841 0.1 0.0 0.0
H -0.33520 1.54446 -1.06888 0.0 -0.1 0.1
H -0.47898 2.69323 2.97669 0.0 -0.2 -0.3
H 2.13050 0.88455 -0.54159 -0.1 -0.2 0.1
H 2.44513 -0.81835 0.04008 -0.2 0.0 -0.1
H 1.10151 -1.58511 -1.73775 0.0 0.1 -0.1
```
Positions in Å, forces in eV/Å.

Values from the calculation:
**2S+1**: 1
**E_LUMO**: 1.02 eV
**Frontier orbital gap**: 10.591 eV
**SMILES**: C#CC[C@]1(C)CN1
**Highest occupied orbital energy**: -0.3517 Eh



No. 12
ORCA calculation (ωB97M-V/def2-TZVPD) on the molecule C6H9N in a non-equilibrium geometry.

Geometry as XYZ:
```
16
Properties=species:S:1:pos:R:3:forces:R:3
C -0.31343 -1.41456 0.31837 -0.3 0.2 0.5
C -0.03138 0.09351 0.48028 1.2 0.2 1.8
C 0.79664 0.53048 -0.77531 0.0 0.1 0.4
C 0.09433 0.21656 -2.04764 -0.5 -0.2 0.1
C -0.56818 -0.05405 -3.02084 0.3 0.2 0.6
C -0.32505 1.21959 1.54069 -0.7 -0.3 -1.4
N 0.67049 0.30718 1.96907 0.2 -0.5 -1.1
H -0.93209 -1.76561 -0.52009 0.0 0.7 0.2
H -0.72444 -1.81407 1.23877 -0.1 -0.2 0.1
H 0.67509 -1.89064 0.15818 -0.4 0.3 0.2
H 1.76842 0.01672 -0.76512 -0.2 0.1 0.0
H 0.99134 1.60647 -0.76360 0.1 -0.1 0.1
H -1.20317 -0.29624 -3.85042 0.3 0.1 0.2
H 0.13181 2.16393 1.23287 -0.4 -0.1 -0.2
H -1.22918 1.38162 2.14020 0.1 -0.4 -0.4
H 0.19880 -0.30091 2.66461 0.5 -0.2 -1.0
```
Positions in Å, forces in eV/Å.

Values from the calculation:
**2S+1**: 1
**E_LUMO**: 1.00 eV
**Frontier orbital gap**: 9.970 eV
**SMILES**: C#CC[C@]1(C)CN1
**Highest occupied orbital energy**: -0.3295 Eh



No. 13
ORCA calculation (ωB97M-V/def2-TZVPD) on the molecule C6H9N.

Geometry as XYZ:
```
16
Properties=species:S:1:pos:R:3:forces:R:3
C -1.08888 0.80728 -2.09528 -0.1 0.1 -0.1
C -0.88430 -0.37403 -1.18981 -0.3 -0.4 0.1
C -1.70584 -1.35903 -0.95772 0.5 0.5 -0.1
C 0.41499 -0.50709 -0.40253 0.1 -0.2 0.0
N 0.43480 0.42357 0.71660 -0.1 0.0 -0.2
C 1.42021 0.10404 1.73846 0.3 0.0 0.1
C -0.02201 -0.14220 1.97303 -0.2 -0.1 0.2
H -2.10356 0.83677 -2.49594 0.1 0.0 0.1
H -0.39114 0.75453 -2.93798 -0.1 0.0 0.1
H -0.89639 1.73226 -1.54508 0.0 -0.1 0.0
H 0.55878 -1.55034 -0.07433 0.0 0.1 0.0
H 1.24628 -0.26201 -1.07523 -0.1 0.0 0.0
H 1.91533 0.95472 2.19929 -0.1 -0.1 -0.1
H 2.06047 -0.76152 1.56916 -0.1 0.1 0.0
H -0.36628 -1.17669 1.95928 0.1 0.2 0.0
H -0.59246 0.51974 2.61805 0.1 -0.1 -0.1
```
Positions in Å, forces in eV/Å.

Values from the calculation:
**2S+1**: 1
**E_LUMO**: -0.06 eV
**Frontier orbital gap**: 9.522 eV
**Highest occupied orbital energy**: -0.3520 Eh



No. 14
ORCA calculation (ωB97M-V/def2-TZVPD) on the molecule C6H9N.

Geometry as XYZ:
```
16
Properties=species:S:1:pos:R:3:forces:R:3
C -1.35861 2.23271 -0.38157 0.0 0.0 0.0
C -0.60776 0.94156 -0.21287 0.0 0.0 0.1
C -0.11739 0.37137 0.97026 0.0 0.0 -0.4
C 0.50139 -0.90848 0.44337 0.3 -0.1 -0.1
C 1.44246 -1.77905 1.24580 0.0 0.0 0.0
C 0.40986 -0.92228 -0.98015 -0.1 0.1 0.2
N -0.25293 0.18852 -1.31986 0.0 0.0 0.1
H -2.42499 2.08063 -0.59855 0.2 0.0 0.0
H -1.29042 2.78677 0.55836 0.0 -0.1 -0.2
H -0.94326 2.86628 -1.17768 0.0 -0.2 0.1
H -0.60622 -1.00664 0.86361 -0.1 0.1 -0.1
H 1.37929 -2.83729 0.96729 0.0 0.2 0.0
H 1.21690 -1.67938 2.31143 0.0 0.0 -0.2
H 2.47755 -1.45238 1.09951 -0.2 0.0 0.0
H 0.77718 -1.61900 -1.72548 -0.1 0.1 0.2
H -0.50537 0.41015 -2.27830 0.0 0.0 0.2
```
Positions in Å, forces in eV/Å.

Values from the calculation:
**2S+1**: 1
**E_LUMO**: 0.73 eV
**Frontier orbital gap**: 8.564 eV
**Highest occupied orbital energy**: -0.2879 Eh



No. 15
ORCA calculation (ωB97M-V/def2-TZVPD) on the molecule C6H9N.

Geometry as XYZ:
```
16
Properties=species:S:1:pos:R:3:forces:R:3
C -1.04706 0.72617 1.46087 0.0 0.0 0.1
C -0.34732 0.10466 0.29171 -0.2 0.1 0.1
C -0.50242 -1.34131 -0.11203 -0.1 0.0 -0.1
C 0.84965 -0.81561 0.23819 0.1 0.0 0.1
C 1.44635 0.06829 -0.89131 0.3 0.1 0.0
N 0.59109 0.33208 -2.04207 -0.3 0.0 -0.1
C 0.31111 1.00845 -0.80559 -0.1 0.3 0.1
H -0.47564 1.58274 1.83738 -0.1 -0.1 0.0
H -1.17046 0.01111 2.28049 0.0 0.1 -0.1
H -2.04101 1.08816 1.16982 0.1 0.0 0.1
H -0.95636 -1.96573 0.65559 0.1 0.2 -0.1
H -0.73467 -1.68439 -1.11891 0.0 0.1 0.1
H 1.44331 -1.19689 1.06433 -0.1 0.1 -0.2
H 2.49899 0.30623 -0.97969 -0.1 -0.1 -0.1
H -0.15919 -0.31578 -2.24501 0.4 -0.5 -0.1
H 0.29364 2.09181 -0.80375 0.0 -0.1 0.2
```
Positions in Å, forces in eV/Å.

Values from the calculation:
**2S+1**: 1
**E_LUMO**: 1.10 eV
**Frontier orbital gap**: 9.652 eV
**SMILES**: C[C@]12C[C@H]1[C@H]1N[C@H]12
**Highest occupied orbital energy**: -0.3142 Eh



Calculated energy relative to the best compared isomer or geometry (same formula, charge and spin) in order - 0.499; 3.214; 4.289; 4.519; 3.665; 2.831; 2.800; 7.076; 4.633; 3.211; 2.900; 4.262; 5.136; 3.639; 3.531 eV
Calculated molecular weight in order - 95.14; 95.14; 95.14; 95.14; 95.14; 95.14; 95.14; 95.14; 95.14; 95.14; 95.14; 95.14; 95.14; 95.14; 95.14 g/mol